1.
A molecular structure, C32H51CaN9OP. Source: the OMol25 dataset; level of theory: ωB97M-V/def2-TZVPD.

Summary:
DFT total energy = -77192.323 eV
E_LUMO = -2.4 eV
Relative energy (zero: lowest compared OMol25 entry of this formula, charge and spin) = 57.6 kJ/mol
Charge = +1
HOMO-LUMO gap = 5.94 eV

Structure (XYZ):
```
95
Properties=species:S:1:pos:R:3:mulliken_charge:R:1
Ca 0.47 1.57 -0.59 1.69
C -2.90 -1.30 -2.29 -1.72
C -1.79 -0.67 -1.50 -0.26
N -1.76 0.61 -1.27 2.02
C -2.83 1.46 -1.79 -1.42
C -2.42 2.91 -1.62 -0.73
N -2.22 3.24 -0.22 0.02
C -1.34 4.37 0.04 -0.42
C -0.66 4.28 1.40 -0.99
N 0.12 3.04 1.47 0.37
C 1.16 2.97 2.50 -1.07
C 2.13 1.80 2.21 -1.04
N 1.45 0.77 1.45 1.72
C 1.74 -0.51 1.52 -0.05
C 2.75 -1.09 2.49 -1.86
C 1.09 -1.40 0.62 0.22
C 1.12 -2.79 0.65 -0.75
C 0.31 -3.54 -0.20 -1.86
C -0.67 -2.85 -0.96 -1.14
C -0.71 -1.48 -0.98 0.15
N 0.42 -0.76 -0.48 1.47
H -3.87 -1.04 -1.86 0.35
H -2.82 -2.37 -2.36 0.51
H -2.88 -0.90 -3.31 0.24
H -3.77 1.29 -1.24 0.28
H -3.04 1.27 -2.84 0.46
H -3.18 3.57 -2.05 0.56
H -1.50 3.09 -2.21 0.24
H -1.94 2.40 0.29 -0.42
H -1.92 5.30 -0.01 0.48
H -0.55 4.44 -0.72 0.26
H -1.39 4.35 2.21 0.29
H 0.02 5.12 1.50 0.48
H -0.52 2.28 1.71 -0.54
H 0.71 2.85 3.49 0.39
H 1.71 3.91 2.51 0.51
H 2.55 1.47 3.16 0.34
H 2.96 2.18 1.61 0.32
H 3.05 -0.39 3.26 0.45
H 3.65 -1.40 1.94 0.28
H 2.36 -1.98 2.97 0.38
H 1.77 -3.30 1.35 0.40
H 0.34 -4.62 -0.20 0.44
H -1.45 -3.44 -1.43 0.27
C 3.24 2.37 -3.74 -1.23
C 3.10 2.25 -2.26 1.06
C 4.11 1.43 -1.53 -0.69
O 2.16 2.78 -1.67 -0.83
H 4.28 2.60 -4.01 0.45
H 2.56 3.11 -4.15 0.32
H 3.02 1.39 -4.17 0.15
H 4.31 0.51 -2.08 0.16
H 3.76 1.19 -0.53 -0.20
H 5.05 1.99 -1.48 0.57
C 0.21 0.29 -4.10 -0.17
C 1.26 -0.76 -3.87 1.02
C 1.76 -1.45 -4.96 -0.99
C 2.77 -2.39 -4.82 -1.02
C 3.32 -2.59 -3.57 -1.10
C 2.86 -1.89 -2.45 0.98
C 3.64 -2.05 -1.17 -1.38
C 1.77 -1.01 -2.57 -0.75
N 1.29 -0.20 -1.52 0.09
H -0.06 0.33 -5.15 0.55
H 0.57 1.29 -3.81 -0.14
H -0.69 0.11 -3.52 -0.30
H 1.34 -1.25 -5.95 0.43
H 3.15 -2.93 -5.68 0.42
H 4.16 -3.27 -3.45 0.50
H 4.70 -2.14 -1.40 0.58
H 3.35 -2.95 -0.62 0.45
H 3.48 -1.19 -0.52 -0.26
C -2.57 -2.32 4.54 -0.81
N -1.50 -2.11 3.46 0.24
C -2.14 -2.39 2.09 -0.56
N -3.28 -1.57 1.90 0.34
C -4.25 -1.79 2.96 -1.00
N -3.71 -1.50 4.29 0.13
C -3.44 -0.07 4.48 -0.83
P -2.20 0.61 3.28 0.02
C -0.93 -0.72 3.53 0.40
C -2.92 -0.16 1.75 1.16
H -2.11 -2.08 5.50 0.40
H -2.84 -3.37 4.50 0.36
H -0.75 -2.78 3.60 0.38
H -2.40 -3.45 2.10 0.42
H -1.37 -2.20 1.35 -0.12
H -4.57 -2.84 2.93 0.34
H -5.12 -1.16 2.79 0.38
H -3.11 0.10 5.50 0.42
H -4.38 0.47 4.36 0.44
H -0.44 -0.62 4.50 0.68
H -0.18 -0.64 2.74 -0.82
H -2.19 -0.06 0.95 -1.77
H -3.80 0.41 1.45 0.83
```



2.
3 unconnected molecules or ions with the total composition C32H51N2O5P. Source: the OMol25 dataset; level of theory: ωB97M-V/def2-TZVPD.

Summary:
DFT total energy = -56511.632 eV
E_LUMO (alpha / beta) = -1.1 / -1.1 eV
Spin multiplicity = 3
HOMO-LUMO gap (alpha / beta) = 7.54 / 8.19 eV

Structure (XYZ):
```
91
Properties=species:S:1:pos:R:3:mulliken_spin:R:1
C 11.84 0.20 -0.21 0.00
C 10.79 0.79 -1.26 0.00
C 9.36 0.29 -0.82 0.00
C 8.89 -1.04 -1.58 0.00
C 7.39 -1.26 -1.13 0.00
C 7.07 -1.96 0.10 0.00
C 5.67 -2.12 0.51 0.00
C 4.65 -1.55 -0.37 0.00
C 4.98 -0.84 -1.62 0.00
C 6.37 -0.68 -2.04 0.00
C 3.88 -0.22 -2.52 0.00
O 4.04 0.01 -3.69 0.00
C 2.53 0.12 -1.77 0.00
C 2.22 -0.54 -0.62 0.00
P 0.62 -0.07 0.22 0.00
O 0.84 -0.25 1.71 0.00
C 3.15 -1.64 0.01 0.00
O 2.74 -2.49 0.76 0.00
H 12.85 0.16 -0.68 0.00
H 11.90 0.88 0.69 0.00
H 11.49 -0.82 0.13 0.00
H 11.06 0.55 -2.32 0.00
H 10.79 1.91 -1.17 0.00
H 9.37 0.01 0.27 0.00
H 8.54 1.04 -1.00 0.00
H 9.44 -1.95 -1.22 0.00
H 8.88 -0.91 -2.69 0.00
H 7.91 -2.33 0.72 0.00
H 5.41 -2.67 1.45 0.00
H 6.67 -0.16 -2.98 0.00
H 1.86 0.92 -2.16 0.00
H 0.30 1.29 -0.10 0.00
H -0.38 -0.96 -0.25 0.00
C -3.08 5.37 0.85 0.01
C -3.94 4.38 1.69 0.02
C -4.40 5.04 3.00 0.02
C -3.30 5.16 4.04 -0.02
C -2.65 3.80 4.29 0.01
C -2.15 3.14 3.00 0.02
N -3.18 3.12 1.92 0.32
O -4.06 2.17 2.22 0.62
C -0.88 3.88 2.53 0.02
C -1.64 1.72 3.33 -0.02
C -5.20 4.17 0.82 0.00
H -3.07 6.37 1.29 0.00
H -2.05 5.06 0.72 -0.01
H -3.46 5.48 -0.17 0.00
H -5.22 4.45 3.44 0.00
H -4.82 6.03 2.80 0.00
H -2.55 5.89 3.72 0.00
H -3.71 5.54 4.98 0.00
H -1.83 3.91 5.00 0.00
H -3.38 3.15 4.79 0.01
H -0.55 3.53 1.55 -0.01
H -0.05 3.71 3.22 0.00
H -1.00 4.96 2.49 0.00
H -2.39 1.10 3.81 0.00
H -0.80 1.77 4.03 0.00
H -1.28 1.21 2.43 0.01
H -4.96 3.67 -0.12 0.00
H -5.66 5.14 0.58 0.00
H -5.97 3.59 1.32 0.00
C -5.32 -4.80 -0.27 0.01
C -4.74 -3.36 -0.41 0.03
C -5.74 -2.45 -1.16 0.02
C -5.79 -2.72 -2.66 -0.02
C -4.39 -2.63 -3.26 0.02
C -3.39 -3.56 -2.55 0.03
N -3.40 -3.41 -1.06 0.33
O -2.78 -2.27 -0.77 0.59
C -3.70 -5.02 -2.96 0.02
C -1.98 -3.31 -3.14 -0.02
C -4.68 -2.85 1.05 -0.01
H -6.35 -4.86 -0.62 0.00
H -4.74 -5.55 -0.80 -0.01
H -5.30 -5.14 0.77 0.00
H -5.47 -1.40 -1.01 0.00
H -6.74 -2.57 -0.74 0.00
H -6.24 -3.70 -2.86 0.00
H -6.44 -1.98 -3.14 0.00
H -4.44 -2.88 -4.33 0.00
H -4.04 -1.60 -3.21 0.00
H -3.09 -5.72 -2.38 -0.01
H -3.47 -5.19 -4.01 0.00
H -4.75 -5.29 -2.84 0.00
H -1.67 -2.27 -3.05 0.00
H -1.96 -3.55 -4.20 0.00
H -1.24 -3.94 -2.65 0.00
H -3.97 -3.43 1.64 0.00
H -5.66 -2.95 1.52 0.00
H -4.41 -1.80 1.12 0.00
```



3.
A molecular structure, C32H51N2OP3V. Source: the OMol25 dataset; level of theory: ωB97M-V/def2-TZVPD.

Summary:
DFT total energy = -92580.040 eV
E_LUMO (alpha / beta) = -7.3 / -7.2 eV
Relative energy (zero: lowest compared OMol25 entry of this formula, charge and spin) = 30.4 kJ/mol
Spin multiplicity = 2
Charge = +2
HOMO-LUMO gap (alpha / beta) = 5.45 / 5.62 eV

Structure (XYZ):
```
90
Properties=species:S:1:pos:R:3:mulliken_spin:R:1
C -1.47 3.40 -3.62 0.00
C -1.28 2.05 -3.40 0.00
C -0.04 1.44 -3.76 0.00
C 1.05 2.27 -4.24 0.01
C 0.81 3.65 -4.43 0.00
C -0.43 4.20 -4.13 0.00
C 2.29 1.65 -4.45 0.00
C 2.47 0.28 -4.20 0.00
C 1.33 -0.46 -3.71 0.00
C 1.48 -1.84 -3.36 0.00
C 2.70 -2.47 -3.54 0.00
C 3.81 -1.76 -4.03 0.00
C 3.70 -0.41 -4.35 -0.01
H -2.42 3.85 -3.36 0.00
H 1.62 4.26 -4.81 0.00
H -0.61 5.26 -4.29 0.00
H 3.12 2.23 -4.79 0.00
H 2.79 -3.51 -3.29 0.00
H 4.75 -2.28 -4.15 0.00
H 4.56 0.15 -4.71 0.00
N 0.12 0.11 -3.55 0.00
V -0.42 -0.38 0.25 0.85
C -2.29 1.16 -2.72 -0.01
H -2.25 0.15 -3.16 0.00
H -3.30 1.58 -2.86 0.00
C 0.27 -2.55 -2.79 0.00
H -0.65 -2.14 -3.26 0.00
H 0.36 -3.65 -2.94 0.00
P -1.95 0.93 -0.92 -0.03
P 0.01 -2.26 -0.96 -0.10
C 1.33 -3.30 -0.27 0.02
H 1.23 -3.35 0.83 0.00
H 1.26 -4.31 -0.70 0.00
H 2.31 -2.85 -0.50 0.00
C -1.53 -3.21 -0.69 0.09
H -1.37 -4.25 -1.01 0.00
H -1.79 -3.18 0.38 -0.03
H -2.36 -2.77 -1.26 0.00
C -2.29 2.64 -0.35 0.00
H -3.23 3.01 -0.78 0.00
H -2.35 2.70 0.74 0.00
H -1.47 3.29 -0.68 0.00
C -3.54 0.10 -0.46 0.04
H -3.58 -0.04 0.63 -0.01
H -4.38 0.72 -0.77 0.00
H -3.62 -0.88 -0.95 0.00
C 1.47 -0.13 0.26 0.01
O 2.58 -0.15 0.67 0.07
H 0.59 0.69 -0.50 -0.04
C 1.47 0.38 4.03 0.00
C 0.44 -0.75 4.21 0.00
C 1.04 -2.00 3.52 0.00
C 0.27 -1.04 5.71 0.00
P -1.18 -0.30 3.48 0.07
N -0.87 -0.46 1.90 0.09
C -2.53 -1.50 3.88 0.00
C -3.04 -1.18 5.30 0.00
C -3.73 -1.44 2.91 0.01
C -2.03 -2.96 3.83 0.00
C -1.62 1.47 3.65 0.00
C -0.69 2.38 2.81 0.00
C -3.06 1.73 3.17 0.00
C -1.51 1.89 5.13 0.00
H 2.44 -0.04 4.38 0.00
H 1.25 1.24 4.67 0.00
H 1.59 0.70 2.98 -0.01
H 2.01 -2.18 4.02 0.00
H 0.42 -2.90 3.64 0.00
H 1.23 -1.83 2.45 0.00
H -0.17 -0.18 6.23 0.00
H -0.32 -1.94 5.89 0.00
H 1.29 -1.21 6.10 0.00
H -3.55 -0.21 5.34 0.00
H -3.78 -1.96 5.55 0.00
H -2.24 -1.20 6.04 0.00
H -3.47 -1.75 1.88 -0.01
H -4.46 -2.17 3.29 0.00
H -4.24 -0.47 2.90 0.00
H -1.65 -3.25 2.84 0.00
H -1.29 -3.18 4.62 0.00
H -2.91 -3.59 4.06 0.00
H -0.59 2.05 1.76 0.01
H -1.12 3.40 2.84 0.00
H 0.32 2.46 3.23 0.00
H -3.81 1.29 3.84 0.00
H -3.21 2.82 3.18 0.00
H -3.23 1.36 2.14 0.00
H -2.16 1.29 5.77 0.00
H -0.48 1.82 5.49 0.00
H -1.82 2.95 5.17 0.00
```



4.
A molecular structure, C32H51N4OOsP2S. Source: the OMol25 dataset; level of theory: ωB97M-V/def2-TZVPD.

Summary:
DFT total energy = -73870.858 eV
E_LUMO (alpha / beta) = -8.4 / -12.1 eV
Spin multiplicity = 5
Charge = +3
HOMO-LUMO gap (alpha / beta) = 6.32 / 4.65 eV

Structure (XYZ):
```
92
Properties=species:S:1:pos:R:3:mulliken_spin:R:1
C 1.31 1.68 -1.77 -0.01
C 0.88 2.37 0.40 -0.11
C 1.65 2.97 -2.16 0.14
C 1.41 3.65 0.12 0.24
C 1.78 3.95 -1.17 -0.03
H 1.79 3.16 -3.22 0.00
H 1.41 4.37 0.93 0.01
H 2.16 4.93 -1.43 0.00
N 1.22 1.36 -0.47 0.08
P 1.34 -1.02 -1.89 0.10
P -0.65 0.74 2.29 0.12
C 0.96 0.58 -2.75 0.01
H -0.11 0.61 -2.98 0.03
H 1.48 0.71 -3.70 0.00
C -0.61 -2.08 0.62 -0.01
O -1.38 -2.94 0.88 -0.01
C -0.12 2.17 1.38 0.50
H -0.22 3.06 2.03 -0.02
C -2.42 1.65 2.67 -0.01
C 0.05 0.20 4.09 0.08
C 0.37 -2.28 -2.91 -0.01
C 3.21 -1.09 -2.27 0.01
C -3.42 0.57 2.24 0.01
H -3.27 -0.37 2.78 0.00
H -4.45 0.92 2.46 0.00
H -3.36 0.37 1.17 0.01
C -2.65 2.10 4.11 0.00
H -2.58 1.33 4.87 0.00
H -1.98 2.93 4.38 0.00
H -3.67 2.51 4.17 0.00
C -2.64 2.96 1.88 0.05
H -3.70 3.23 1.91 0.00
H -2.07 3.79 2.32 0.00
H -2.35 2.89 0.83 -0.02
C -1.00 -0.74 4.70 0.01
H -1.16 -1.61 4.04 0.00
H -0.63 -1.11 5.66 0.00
H -1.98 -0.29 4.87 0.00
C 1.36 -0.58 4.01 0.01
H 1.23 -1.56 3.53 0.00
H 2.14 -0.03 3.48 0.00
H 1.71 -0.77 5.04 0.00
C 0.35 1.45 4.91 0.03
H -0.52 2.04 5.19 0.00
H 0.84 1.14 5.84 0.00
H 1.05 2.11 4.37 0.00
C 3.68 -2.54 -2.08 0.01
H 4.78 -2.55 -2.11 0.00
H 3.37 -2.95 -1.11 0.00
H 3.33 -3.20 -2.89 0.00
C 3.98 -0.19 -1.31 0.01
H 3.68 0.86 -1.39 0.00
H 3.86 -0.51 -0.26 0.00
H 5.05 -0.26 -1.55 0.00
C 3.57 -0.60 -3.69 0.00
H 4.63 -0.83 -3.86 0.00
H 3.00 -1.09 -4.49 0.00
H 3.46 0.48 -3.79 0.00
C -1.12 -1.89 -2.89 0.02
H -1.30 -0.92 -3.37 0.00
H -1.68 -2.66 -3.45 0.00
H -1.51 -1.86 -1.87 0.00
C 0.52 -3.67 -2.26 -0.01
H 0.08 -3.69 -1.26 0.00
H -0.03 -4.39 -2.89 0.00
H 1.56 -3.99 -2.20 0.00
C 0.85 -2.31 -4.36 0.00
H 0.81 -1.32 -4.84 0.00
H 1.86 -2.73 -4.47 0.00
H 0.17 -2.97 -4.92 0.00
Os 0.47 -0.66 0.24 0.50
N -1.10 0.29 -0.50 0.53
C -1.65 1.37 -0.39 0.28
C -2.84 1.75 -1.17 0.55
C -3.69 0.68 -1.51 0.16
C -3.16 3.05 -1.60 0.07
C -4.83 0.88 -2.27 0.00
H -3.42 -0.32 -1.18 0.01
C -4.33 3.26 -2.33 0.09
H -2.48 3.87 -1.36 0.01
C -5.17 2.18 -2.67 0.22
H -5.44 0.02 -2.56 0.00
H -4.60 4.26 -2.67 0.00
H -6.08 2.35 -3.25 0.00
N 1.32 -3.84 2.15 0.02
C 2.32 -3.24 1.50 0.03
N 3.40 -3.97 1.17 0.03
S 2.38 -1.54 1.15 0.27
H 1.38 -4.83 2.38 0.00
H 0.49 -3.36 2.44 0.00
H 4.23 -3.51 0.82 0.00
H 3.48 -4.94 1.44 0.00
```



5.
A molecular structure, C32H52BiClN2O4SSi. Source: the OMol25 dataset; level of theory: ωB97M-V/def2-TZVPD.

Summary:
DFT total energy = -82266.835 eV
E_LUMO = 4.3 eV
Relative energy (zero: lowest compared OMol25 entry of this formula, charge and spin) = 866.2 kJ/mol
Charge = -2
HOMO-LUMO gap = 4.07 eV

Structure (XYZ):
```
94
Properties=species:S:1:pos:R:3:mulliken_charge:R:1
Bi -0.51 -0.48 0.87 2.35
C 0.83 -3.33 1.80 -0.73
C -0.67 -3.62 1.55 -1.51
N -1.58 -2.51 1.82 -0.20
C -1.83 -2.26 3.26 -0.99
C -0.68 -1.69 4.13 -0.65
S 0.26 -0.19 3.58 -0.14
C 1.97 -0.83 3.56 -0.61
C 2.44 -1.44 1.97 -0.41
N 1.33 -2.05 1.27 0.72
H 1.04 -3.40 2.87 0.74
H 1.38 -4.16 1.32 0.33
H -0.80 -3.87 0.50 0.46
H -0.96 -4.50 2.15 0.50
H -2.48 -2.65 1.38 0.28
H -2.65 -1.56 3.32 0.30
H -2.17 -3.19 3.75 0.45
H -1.14 -1.41 5.08 0.63
H 0.05 -2.47 4.34 0.40
H 2.58 -0.04 3.95 0.38
H 2.05 -1.62 4.32 0.56
H 2.81 -0.69 1.20 -0.51
H 3.28 -2.11 2.14 0.10
H 1.61 -2.16 0.29 -1.72
O -2.36 0.37 -0.59 -0.52
C -3.33 1.21 0.06 2.68
C -3.25 1.12 1.70 -0.44
O -4.18 1.75 2.22 -0.72
O -2.34 0.51 2.33 -0.34
C -4.70 0.66 -0.42 -0.23
C -5.66 0.11 0.42 -0.33
C -6.86 -0.38 -0.09 -0.79
C -7.12 -0.33 -1.45 -0.37
C -6.16 0.22 -2.30 -0.85
C -4.97 0.70 -1.79 -0.36
C -3.22 2.66 -0.42 -0.01
C -2.13 3.17 -1.13 1.26
C -2.13 4.49 -1.54 -1.07
C -3.20 5.33 -1.26 -0.52
C -4.28 4.84 -0.55 -0.72
C -4.28 3.51 -0.14 -0.47
H -2.12 0.75 -1.44 0.23
H -5.48 0.06 1.49 0.44
H -7.59 -0.80 0.59 0.38
H -8.05 -0.71 -1.84 0.36
H -6.35 0.26 -3.37 0.36
H -4.24 1.12 -2.46 0.32
H -1.22 2.60 -1.33 -0.81
H -1.27 4.88 -2.07 0.42
H -3.18 6.37 -1.59 0.35
H -5.12 5.48 -0.32 0.37
H -5.13 3.14 0.42 0.43
C 4.11 -1.78 -2.29 -2.10
C 3.08 -2.01 -1.18 1.49
C 3.88 -2.82 -0.14 -1.61
C 1.99 -2.96 -1.71 -1.37
Si 2.17 -0.09 -0.66 0.65
C 1.69 0.79 -2.38 3.24
C 2.88 1.47 -3.08 -1.84
C 1.08 -0.24 -3.33 -2.37
C 0.58 1.83 -2.17 -1.62
C 3.45 1.08 0.64 2.30
C 3.03 2.55 0.62 -1.40
C 4.92 1.00 0.20 -1.90
C 3.34 0.62 2.16 -1.71
H 4.58 -2.74 -2.59 0.54
H 4.91 -1.11 -1.97 0.24
H 3.67 -1.36 -3.19 0.36
H 4.18 -3.76 -0.61 0.65
H 3.34 -3.10 0.76 0.23
H 4.79 -2.30 0.16 0.31
H 2.46 -3.92 -1.97 0.48
H 1.52 -2.58 -2.61 0.34
H 1.16 -3.16 -1.04 -0.09
H 3.70 0.76 -3.27 0.31
H 3.29 2.29 -2.48 0.26
H 2.58 1.89 -4.06 0.46
H 1.81 -0.98 -3.67 0.56
H 0.70 0.26 -4.23 0.63
H 0.25 -0.77 -2.84 0.15
H 0.91 2.69 -1.57 0.54
H -0.23 1.32 -1.66 -0.75
H 0.25 2.21 -3.15 0.33
H 3.20 2.99 -0.37 0.30
H 3.65 3.12 1.34 0.51
H 1.99 2.69 0.88 0.05
H 5.04 1.32 -0.83 0.30
H 5.31 -0.02 0.29 0.23
H 5.56 1.65 0.83 0.45
H 2.28 0.68 2.43 -0.12
H 3.95 1.37 2.71 0.39
H 3.78 -0.39 2.40 0.46
Cl -0.29 2.41 0.91 -0.54
O -0.80 -1.75 -0.81 -1.10
```